# 1
C34H29F6MnN2O4P2S2 as an isolated structure. Source: the Open Molecules 2025 dataset; level of theory: ωB97M-V with the def2-TZVPD basis set.

Structure (XYZ):
```
80
Properties=species:S:1:pos:R:3:forces:R:3:lowdin_charge:R:1
Mn 0.1628 1.7246 -0.9122 0.098 -0.576 0.021 0.72
F -1.8868 4.8342 -3.7749 0.003 -0.018 -0.009 0.18
C -1.1791 5.4612 -2.8506 0.023 -0.005 0.018 -0.69
F -0.1421 6.0653 -3.3990 -0.023 0.013 -0.005 0.18
F -1.9336 6.3262 -2.2041 0.010 -0.007 -0.015 0.19
S -0.5667 4.1860 -1.6636 -0.179 0.327 0.058 0.62
O 0.3027 3.2731 -2.4232 0.132 -0.184 -0.047 -0.35
O -1.6879 3.4592 -1.1098 -0.070 0.078 0.089 -0.30
N 0.1912 5.0689 -0.6309 0.036 0.139 -0.105 -0.26
S 1.2301 4.4694 0.3826 0.194 0.075 0.110 0.65
O 1.1875 5.0994 1.6493 -0.015 0.015 0.026 -0.21
O 1.2232 2.9895 0.3804 -0.267 -0.002 -0.113 -0.41
C 2.8720 4.8570 -0.3709 -0.025 -0.011 0.028 -0.68
F 2.9843 6.1611 -0.5364 0.015 0.009 -0.006 0.18
F 3.8214 4.4162 0.4424 -0.012 -0.001 -0.015 0.16
F 2.9723 4.2419 -1.5450 0.002 0.019 0.019 0.15
C -1.2696 -1.4913 -0.0554 0.049 0.008 -0.008 -0.31
N -0.1369 -1.9245 0.7275 -0.006 0.087 -0.062 -0.18
C 1.0439 -1.1108 0.8598 -0.015 0.021 -0.023 -0.31
P 1.6332 -0.3413 -0.7333 0.013 -0.056 -0.029 1.03
C 3.3896 -0.0641 -0.4052 0.042 -0.016 0.001 -0.36
C 4.3770 -0.6147 -1.2182 -0.027 0.019 0.024 -0.07
C 5.7136 -0.3620 -0.9453 0.010 0.000 -0.002 -0.06
C 6.0672 0.4306 0.1363 -0.003 -0.006 -0.002 -0.06
C 5.0839 0.9798 0.9486 -0.001 0.022 0.015 -0.07
C 3.7467 0.7430 0.6763 0.006 -0.015 -0.031 -0.10
C 1.4995 -1.6620 -1.9537 -0.014 0.050 0.007 -0.40
C 1.7640 -2.9901 -1.6174 -0.010 0.024 0.002 -0.08
C 1.6196 -3.9835 -2.5714 -0.006 -0.005 -0.006 -0.05
C 1.2189 -3.6575 -3.8622 0.006 -0.003 0.011 -0.06
C 0.9618 -2.3382 -4.2034 -0.012 0.011 -0.021 -0.07
C 1.0962 -1.3411 -3.2480 0.008 -0.008 0.015 -0.10
C -0.2480 -3.0922 1.5036 -0.001 -0.108 0.045 -0.26
C 0.4007 -3.1990 2.7354 -0.009 0.019 -0.032 -0.03
C 0.2929 -4.3621 3.4828 -0.009 -0.016 0.008 -0.07
C -0.4738 -5.4256 3.0323 0.001 -0.010 0.006 -0.09
C -1.1259 -5.3197 1.8126 0.007 -0.002 0.010 -0.08
C -1.0087 -4.1714 1.0459 0.013 0.046 0.004 -0.03
P -1.6831 0.3079 0.1262 0.064 -0.020 0.078 1.03
C -3.3324 0.4077 -0.6030 -0.022 0.046 0.018 -0.37
C -3.5066 0.0013 -1.9257 0.018 0.011 -0.013 -0.10
C -4.7534 0.0964 -2.5203 -0.003 0.001 -0.029 -0.07
C -5.8253 0.6154 -1.8058 -0.001 -0.005 0.006 -0.06
C -5.6507 1.0336 -0.4954 0.004 0.002 0.001 -0.06
C -4.4068 0.9304 0.1108 0.009 -0.045 -0.029 -0.07
C -1.8294 0.5697 1.9058 0.000 0.028 -0.041 -0.38
C -2.2162 -0.4501 2.7752 0.014 -0.008 -0.013 -0.07
C -2.2797 -0.2067 4.1376 0.001 -0.003 0.008 -0.06
C -1.9675 1.0516 4.6372 -0.002 -0.004 -0.001 -0.06
C -1.5902 2.0722 3.7767 0.007 0.019 0.003 -0.06
C -1.5153 1.8300 2.4136 -0.026 -0.007 0.006 -0.09
H -2.1497 -2.0521 0.2579 -0.018 0.013 -0.006 0.10
H -1.1454 -1.6788 -1.1317 -0.007 0.005 0.019 0.09
H 1.8593 -1.7381 1.2221 0.015 0.017 -0.017 0.10
H 0.9358 -0.2865 1.5834 0.003 -0.008 0.005 0.09
H 4.1068 -1.2393 -2.0598 0.000 -0.005 -0.006 0.10
H 6.4790 -0.7887 -1.5795 0.002 0.001 0.001 0.11
H 7.1106 0.6235 0.3466 0.000 -0.001 0.001 0.11
H 5.3581 1.6008 1.7910 0.002 0.001 -0.003 0.11
H 2.9860 1.1930 1.3034 -0.005 0.022 0.008 0.10
H 2.0774 -3.2525 -0.6146 0.000 -0.003 0.013 0.12
H 1.8201 -5.0135 -2.3088 0.001 0.000 0.000 0.11
H 1.1087 -4.4371 -4.6042 0.001 -0.001 -0.002 0.11
H 0.6565 -2.0845 -5.2095 -0.001 -0.005 -0.002 0.11
H 0.8950 -0.3082 -3.5132 -0.001 -0.005 -0.014 0.10
H 0.9699 -2.3666 3.1288 -0.006 0.000 -0.003 0.11
H 0.8014 -4.4261 4.4360 0.002 0.000 0.001 0.11
H -0.5607 -6.3270 3.6229 0.000 0.000 0.001 0.11
H -1.7183 -6.1455 1.4409 -0.002 0.000 0.000 0.11
H -1.4895 -4.1263 0.0769 0.002 0.005 -0.002 0.11
H -2.6711 -0.3888 -2.4992 -0.016 0.009 0.005 0.10
H -4.8871 -0.2266 -3.5440 -0.007 0.001 0.000 0.11
H -6.7970 0.6965 -2.2741 -0.002 -0.002 -0.001 0.11
H -6.4843 1.4415 0.0604 -0.002 -0.001 -0.002 0.11
H -4.2766 1.2537 1.1352 0.007 0.005 0.015 0.11
H -2.4611 -1.4363 2.4007 0.000 0.001 0.003 0.11
H -2.5728 -1.0013 4.8106 -0.001 -0.001 -0.001 0.11
H -2.0186 1.2357 5.7021 -0.001 0.001 0.001 0.11
H -1.3493 3.0536 4.1625 0.000 -0.002 0.004 0.12
H -1.2237 2.6307 1.7430 0.007 0.004 0.000 0.09
```
Positions in Å, forces in eV/Å.

Output
2S+1   6
HOMO-LUMO gap (spin up / spin down)   8.3 / 7.5 eV
Total charge   +1

---

# 2
C34H29I2NO2Ti as an isolated structure at a distorted geometry. Source: the Open Molecules 2025 dataset; level of theory: ωB97M-V with the def2-TZVPD basis set.

Structure (XYZ):
```
69
Properties=species:S:1:pos:R:3:forces:R:3:lowdin_charge:R:1
Ti -0.5427 -0.2432 1.9994 0.167 -2.191 -0.319 0.57
O -2.0979 -0.6449 1.0001 0.539 0.659 0.543 -0.35
C -3.1416 0.1999 0.6067 -0.158 0.062 -0.194 -0.46
C -2.5450 1.3204 -0.2522 0.040 -0.029 -0.073 -0.05
C -1.4378 2.1899 0.2832 0.009 -0.177 0.065 -0.22
C -1.4887 3.5352 -0.0474 0.009 0.129 0.046 -0.02
C -0.4196 4.3604 0.2367 -0.017 -0.127 0.015 -0.02
C 0.7092 3.7885 0.7852 -0.037 0.091 0.067 -0.02
C 0.7302 2.4347 1.0902 -0.019 -0.126 -0.006 -0.21
C 2.0841 1.8514 1.4054 0.060 -0.028 -0.101 -0.05
C 2.2466 0.6923 2.3930 0.165 0.072 -0.110 -0.46
O 1.3409 -0.3169 2.0334 -0.728 0.500 0.242 -0.34
C 3.6808 0.1914 2.1810 -0.059 -0.047 0.095 -0.16
C 3.9238 -0.8733 1.3238 -0.017 -0.013 0.023 -0.02
C 5.2261 -1.2879 1.0789 0.001 -0.012 -0.008 -0.07
C 6.2933 -0.6384 1.6809 0.008 -0.005 -0.002 -0.09
C 6.0534 0.4275 2.5368 -0.001 0.010 0.004 -0.08
C 4.7527 0.8381 2.7873 0.010 0.016 -0.019 -0.03
C 2.0325 1.0803 3.8515 0.019 0.048 -0.003 -0.20
C 2.3105 0.1218 4.8244 -0.015 0.016 0.004 -0.06
C 2.1035 0.3959 6.1629 -0.016 -0.022 -0.006 -0.08
C 1.6068 1.6346 6.5532 -0.005 0.010 -0.001 -0.09
C 1.3294 2.5929 5.5953 -0.007 0.009 0.003 -0.08
C 1.5465 2.3179 4.2486 0.036 -0.019 0.004 -0.04
N -0.3635 1.6463 0.9147 0.047 0.659 -0.380 0.10
C -4.0969 -0.5555 -0.3263 0.026 -0.054 0.112 -0.16
C -5.3205 0.0065 -0.6794 0.003 0.002 0.019 -0.03
C -6.1664 -0.6472 -1.5602 -0.010 -0.002 -0.006 -0.08
C -5.7997 -1.8765 -2.0931 -0.005 -0.004 -0.005 -0.09
C -4.5852 -2.4416 -1.7386 0.002 -0.007 -0.003 -0.07
C -3.7340 -1.7834 -0.8592 0.019 0.006 -0.006 -0.02
C -3.8990 0.6757 1.8432 -0.021 0.030 -0.023 -0.18
C -3.9288 1.9962 2.2672 -0.010 -0.016 -0.007 -0.03
C -4.5864 2.3468 3.4427 -0.005 0.021 -0.004 -0.08
C -5.2276 1.3802 4.1954 -0.003 -0.003 0.006 -0.09
C -5.2149 0.0566 3.7685 0.000 0.005 -0.006 -0.08
C -4.5563 -0.2897 2.6045 0.020 0.007 0.006 -0.06
H -3.3406 1.9629 -0.6295 0.006 0.032 0.043 0.13
H -2.1231 0.8127 -1.1277 -0.003 -0.003 0.027 0.15
H -2.3712 3.9187 -0.5394 -0.010 -0.007 -0.001 0.12
H -0.4501 5.4150 -0.0024 -0.002 0.011 0.000 0.12
H 1.5989 4.3764 0.9603 0.013 -0.008 0.008 0.12
H 2.7621 2.6620 1.6739 -0.032 0.019 0.024 0.13
H 2.4483 1.4668 0.4451 -0.033 -0.015 0.021 0.15
H 3.0868 -1.3801 0.8609 0.003 0.002 -0.004 0.07
H 5.4045 -2.1246 0.4157 0.002 -0.005 -0.003 0.10
H 7.3075 -0.9647 1.4901 0.005 -0.001 -0.001 0.10
H 6.8795 0.9355 3.0179 0.004 0.000 0.001 0.10
H 4.5692 1.6574 3.4733 0.005 -0.002 -0.004 0.12
H 2.6854 -0.8467 4.5160 -0.002 0.000 0.008 0.13
H 2.3179 -0.3605 6.9066 0.003 -0.004 0.005 0.11
H 1.4362 1.8467 7.6005 0.002 0.003 0.005 0.10
H 0.9432 3.5604 5.8893 -0.003 0.003 0.003 0.10
H 1.3308 3.0888 3.5193 -0.011 0.000 -0.004 0.10
H -5.6230 0.9531 -0.2447 -0.003 0.005 0.000 0.12
H -7.1173 -0.2022 -1.8243 -0.003 0.001 0.000 0.10
H -6.4617 -2.3916 -2.7771 -0.004 -0.001 -0.003 0.10
H -4.2936 -3.4012 -2.1464 -0.001 -0.004 -0.001 0.10
H -2.7823 -2.2179 -0.5837 -0.005 0.001 0.000 0.07
H -3.4432 2.7740 1.6925 0.001 -0.002 0.008 0.10
H -4.5941 3.3806 3.7638 -0.002 0.005 0.004 0.10
H -5.7360 1.6518 5.1112 -0.005 0.002 0.004 0.10
H -5.7129 -0.7061 4.3530 0.000 -0.004 0.002 0.11
H -4.5306 -1.3224 2.2781 -0.004 -0.003 0.001 0.13
I -1.3457 -0.4889 4.4661 0.060 0.221 -0.151 0.48
C -0.2601 -2.3255 1.6986 -0.023 -0.004 0.103 -0.75
I 0.3655 -2.5535 -0.3209 0.019 0.109 -0.058 0.81
H -1.1759 -2.9001 1.8038 -0.035 0.092 -0.012 -0.02
H 0.5372 -2.7320 2.3143 0.009 0.085 0.004 -0.02
```
Positions in Å, forces in eV/Å.

Output
2S+1   1
HOMO-LUMO gap   7.9 eV

---

# 3
C34H29I2NO2Ti as an isolated structure. Source: the Open Molecules 2025 dataset; level of theory: ωB97M-V with the def2-TZVPD basis set.

Structure (XYZ):
```
69
Properties=species:S:1:pos:R:3:forces:R:3:lowdin_charge:R:1
Ti 1.7116 1.0318 -0.4420 -0.928 0.068 -0.034 0.46
O 1.3434 0.1735 -1.9995 0.283 -0.073 0.097 -0.35
C 1.4502 -1.0322 -2.6967 -0.129 -0.025 -0.183 -0.44
C 0.9303 -2.1337 -1.7666 0.045 -0.041 0.046 -0.04
C 1.5269 -2.2349 -0.3836 -0.110 0.182 -0.208 -0.22
C 2.0130 -3.4644 0.0331 0.048 -0.095 0.120 -0.02
C 2.3809 -3.6478 1.3526 -0.057 0.141 -0.064 -0.02
C 2.1836 -2.5983 2.2288 0.029 -0.144 -0.023 -0.02
C 1.6906 -1.3897 1.7595 -0.096 0.263 0.034 -0.22
C 1.2717 -0.3502 2.7707 0.037 -0.070 -0.018 -0.04
C 1.8204 1.0721 2.6193 -0.067 0.133 0.141 -0.44
O 1.5553 1.4807 1.3077 0.249 -0.129 0.040 -0.34
C 1.0496 1.9523 3.6085 0.037 -0.025 -0.027 -0.16
C 0.0399 2.7973 3.1732 -0.002 -0.003 0.026 -0.02
C -0.6752 3.5618 4.0879 -0.002 -0.007 -0.033 -0.07
C -0.3898 3.4825 5.4409 0.004 0.001 0.023 -0.09
C 0.6203 2.6359 5.8809 -0.003 0.005 0.005 -0.08
C 1.3374 1.8790 4.9693 -0.006 -0.002 -0.024 -0.03
C 3.3176 1.2227 2.8783 -0.010 -0.023 -0.023 -0.18
C 3.8576 2.5027 2.7700 0.021 -0.005 -0.003 -0.05
C 5.2096 2.7180 2.9602 -0.020 0.016 -0.004 -0.08
C 6.0490 1.6527 3.2646 0.007 -0.018 0.003 -0.09
C 5.5208 0.3794 3.3810 0.014 -0.002 0.006 -0.07
C 4.1590 0.1663 3.1907 -0.020 0.014 0.010 -0.03
N 1.4270 -1.1785 0.4524 0.097 -0.213 0.056 0.13
C 0.5303 -1.0092 -3.9221 0.020 0.008 0.032 -0.16
C 0.6157 -2.0233 -4.8723 0.003 0.010 0.007 -0.03
C -0.2330 -2.0343 -5.9670 0.009 -0.016 -0.001 -0.08
C -1.1735 -1.0252 -6.1291 -0.013 0.016 0.000 -0.09
C -1.2583 -0.0113 -5.1883 0.006 -0.005 -0.004 -0.07
C -0.4107 -0.0036 -4.0868 -0.003 -0.007 0.004 -0.02
C 2.8924 -1.2015 -3.1690 0.000 0.010 0.040 -0.18
C 3.6943 -2.2823 -2.8375 -0.018 0.006 -0.022 -0.02
C 5.0042 -2.3600 -3.3011 0.009 -0.010 0.012 -0.07
C 5.5193 -1.3575 -4.1029 0.006 -0.008 -0.001 -0.09
C 4.7181 -0.2743 -4.4461 -0.009 0.003 -0.001 -0.08
C 3.4183 -0.1999 -3.9827 0.002 0.006 -0.001 -0.06
H 1.0076 -3.1023 -2.2611 0.008 -0.009 0.018 0.13
H -0.1368 -1.9326 -1.6351 0.006 0.018 -0.001 0.15
H 2.0722 -4.2761 -0.6788 0.001 -0.005 0.004 0.12
H 2.7707 -4.5966 1.6965 -0.001 -0.006 0.004 0.12
H 2.3822 -2.7109 3.2858 -0.002 -0.005 0.001 0.12
H 1.4855 -0.7219 3.7732 0.008 -0.009 -0.005 0.13
H 0.1840 -0.2607 2.6948 0.006 0.010 -0.015 0.15
H -0.1859 2.8540 2.1176 -0.005 0.006 -0.014 0.06
H -1.4586 4.2211 3.7356 0.001 0.000 0.001 0.10
H -0.9465 4.0797 6.1514 0.001 -0.001 0.001 0.10
H 0.8561 2.5734 6.9356 -0.002 0.001 0.000 0.10
H 2.1430 1.2402 5.3143 -0.001 0.002 0.002 0.12
H 3.2038 3.3307 2.5234 0.004 0.001 -0.004 0.13
H 5.6140 3.7174 2.8644 0.000 -0.001 -0.001 0.11
H 7.1089 1.8177 3.4088 -0.001 0.002 0.001 0.10
H 6.1656 -0.4572 3.6188 0.000 0.000 0.000 0.10
H 3.7714 -0.8381 3.2866 0.014 0.017 0.002 0.09
H 1.3677 -2.7973 -4.7655 -0.003 -0.002 -0.006 0.12
H -0.1544 -2.8262 -6.7010 0.002 0.000 0.001 0.10
H -1.8325 -1.0287 -6.9877 0.000 -0.002 0.001 0.10
H -1.9860 0.7814 -5.3075 -0.001 0.000 -0.001 0.10
H -0.4803 0.7844 -3.3499 0.002 -0.001 -0.001 0.06
H 3.3151 -3.0799 -2.2149 0.003 -0.002 0.002 0.09
H 5.6185 -3.2090 -3.0290 0.002 0.001 -0.001 0.10
H 6.5392 -1.4163 -4.4603 -0.001 0.001 -0.003 0.10
H 5.1128 0.5160 -5.0714 -0.001 0.002 0.002 0.11
H 2.7956 0.6479 -4.2416 0.004 0.001 0.001 0.13
I 4.2018 1.5330 -0.8112 0.284 0.097 -0.040 0.48
C 0.6332 2.7225 -1.0452 0.084 -0.068 0.027 -0.71
I -1.3697 2.0496 -0.6502 0.226 -0.032 0.003 0.80
H 0.6903 2.9429 -2.1075 -0.032 0.014 0.001 -0.02
H 0.7974 3.6067 -0.4357 -0.036 0.009 -0.007 -0.02
```
Positions in Å, forces in eV/Å.

Output
2S+1   1
HOMO-LUMO gap   8.4 eV

---

Going through the records in order, we get electronic energy values of -134767.2906; -80634.1213; -80634.7167 eV.
Going through the records in order, we get ΔE to the lowest compared entry with this formula, charge and spin values of 0.0; 57.5; 0.0 kJ/mol.